Formula: C36H52BN5O2P2Ti
Source: the Open Molecules 2025 dataset
Level of theory: wB97M-V/def2-TZVPD

Its spin multiplicity is 1. The value obtained for the relative energy (zero: lowest compared OMol25 entry of this formula, charge and spin) is 0.0 kJ/mol. The gap between HOMO and LUMO is 6.68 eV. As for the net charge: 0.

Geometry (Å):
Ti  0.47  0.42  1.44
O  -2.03  3.07  -0.63
C  -1.17  2.31  -0.27
N  -1.16  1.46  0.81
C  -2.31  1.31  1.61
O  -3.44  1.59  1.28
C  -1.95  0.72  2.93
C  -2.90  0.50  3.85
C  -2.51  -0.06  5.13
C  -1.24  -0.38  5.35
C  -0.16  -0.25  4.31
N  -0.60  0.42  3.06
C  0.13  2.22  -1.02
C  0.37  3.00  -2.14
C  1.55  2.80  -2.83
C  2.43  1.83  -2.40
C  2.13  1.11  -1.26
N  1.00  1.31  -0.57
H  -3.92  0.77  3.61
H  -3.26  -0.19  5.90
H  -0.92  -0.77  6.31
H  0.67  0.34  4.72
H  -0.38  3.72  -2.43
H  1.77  3.39  -3.71
H  3.36  1.63  -2.92
H  2.79  0.35  -0.87
C  3.51  -1.59  1.41
C  4.11  -0.33  2.03
C  4.83  -0.73  3.32
C  5.13  0.28  1.07
P  2.65  0.78  2.45
C  0.47  -1.66  4.04
N  -0.09  -2.31  2.88
B  -0.16  -1.73  1.56
N  -0.89  -2.68  0.77
C  -1.17  -2.67  -0.65
P  0.31  -2.10  -1.63
C  1.30  -3.69  -1.83
C  1.50  -4.27  -0.42
C  0.69  -4.78  -2.71
C  2.68  -3.30  -2.37
C  -0.56  -1.69  -3.25
C  -1.69  -2.64  -3.68
C  0.47  -1.59  -4.38
C  -1.15  -0.29  -3.03
C  -1.28  -3.74  1.59
C  -2.01  -4.88  1.30
C  -2.23  -5.80  2.33
C  -1.73  -5.58  3.61
C  -1.00  -4.43  3.90
C  -0.78  -3.52  2.89
C  3.10  2.58  2.65
C  3.51  3.27  1.34
C  4.20  2.78  3.70
C  1.81  3.25  3.16
H  4.29  -2.33  1.24
H  3.03  -1.38  0.45
H  2.76  -2.04  2.06
H  5.65  -1.43  3.10
H  4.15  -1.23  4.01
H  5.26  0.13  3.84
H  5.89  -0.47  0.82
H  5.66  1.13  1.51
H  4.68  0.62  0.14
H  0.32  -2.28  4.92
H  1.54  -1.53  3.90
H  -2.01  -2.00  -0.87
H  -1.46  -3.67  -0.97
H  0.59  -4.71  -0.02
H  1.86  -3.52  0.29
H  2.26  -5.06  -0.48
H  -0.31  -5.05  -2.38
H  1.31  -5.68  -2.65
H  0.65  -4.49  -3.76
H  3.17  -2.57  -1.71
H  2.64  -2.88  -3.37
H  3.32  -4.19  -2.41
H  -1.34  -3.65  -3.86
H  -2.13  -2.27  -4.61
H  -2.49  -2.68  -2.94
H  0.86  -2.56  -4.68
H  1.31  -0.95  -4.10
H  -0.01  -1.14  -5.26
H  -1.81  -0.24  -2.16
H  -1.73  0.00  -3.91
H  -0.35  0.44  -2.90
H  -2.42  -5.06  0.32
H  -2.81  -6.69  2.12
H  -1.92  -6.30  4.39
H  -0.62  -4.27  4.90
H  4.42  2.85  0.92
H  3.69  4.33  1.52
H  2.72  3.19  0.59
H  5.15  2.36  3.37
H  3.93  2.31  4.64
H  4.36  3.85  3.87
H  1.00  3.16  2.43
H  1.99  4.31  3.32
H  1.47  2.80  4.09



Formula: C39H44N9NaO4PTe
Source: the Open Molecules 2025 dataset
Level of theory: wB97M-V/def2-TZVPD

Its spin multiplicity is 2. The gap between HOMO and LUMO (spin up / spin down) is 4.07 / 4.05 eV. As for the expectation value of S²: 0.77. As for the net charge: -2.

Geometry (Å):
Na  -0.81  0.72  -1.10
C  -2.90  5.66  2.02
N  -2.64  4.84  0.85
C  -3.45  4.79  -0.26
C  -2.94  3.81  -1.05
N  -1.84  3.24  -0.45
C  -1.69  3.86  0.71
P  -0.42  3.57  2.00
C  -1.22  2.05  2.77
N  -1.98  -0.27  2.13
C  -2.65  -0.71  3.28
C  -2.29  -0.36  4.52
N  -1.18  0.45  4.82
C  -1.25  1.26  6.00
C  1.00  3.19  0.88
N  0.99  2.79  -0.38
C  2.30  2.71  -0.78
C  3.12  3.06  0.26
N  2.29  3.38  1.30
C  2.71  3.61  2.67
H  -3.42  6.56  1.70
H  -1.96  5.93  2.49
H  -3.51  5.12  2.74
H  -4.29  5.45  -0.38
H  -3.30  3.46  -2.01
H  -3.50  -1.35  3.11
H  -2.82  -0.76  5.38
H  -1.73  0.70  6.80
H  -1.83  2.19  5.85
H  -0.25  1.53  6.33
H  2.58  2.38  -1.77
H  4.19  3.07  0.36
H  3.79  3.66  2.69
H  2.38  2.78  3.29
H  2.29  4.54  3.05
N  -0.05  1.62  -3.12
C  -1.19  1.49  -4.06
C  -2.54  1.33  -3.33
O  -3.49  2.05  -3.73
N  -2.54  0.43  -2.36
C  -3.84  0.31  -1.69
C  -3.87  -0.97  -0.87
O  -4.38  -1.99  -1.28
O  -3.35  -1.01  0.38
H  -0.19  2.42  -2.50
H  0.80  1.81  -3.64
H  -1.03  0.60  -4.67
H  -1.30  2.34  -4.73
H  -4.65  0.24  -2.40
H  -4.05  1.18  -1.05
C  5.91  -4.84  -4.36
C  4.94  -4.00  -3.57
C  3.59  -3.98  -3.88
C  2.67  -3.21  -3.16
C  1.22  -3.26  -3.59
C  3.12  -2.43  -2.08
Te  1.62  -1.11  -0.94
N  0.14  -0.41  0.44
C  0.40  0.32  1.51
O  1.51  0.72  1.92
C  -0.86  0.62  2.34
C  -2.85  0.19  1.04
C  -3.97  1.06  1.50
C  -3.77  2.04  2.44
C  -2.61  2.46  3.09
C  -0.52  1.07  3.72
C  0.54  -2.91  -0.65
C  -0.78  -2.93  -1.12
C  -1.61  -4.01  -0.90
C  -1.12  -5.11  -0.21
C  0.19  -5.10  0.26
C  1.03  -4.01  0.07
C  2.42  -4.05  0.67
C  4.49  -2.43  -1.77
C  5.07  -1.61  -0.63
C  5.38  -3.21  -2.51
H  5.41  -5.33  -5.19
H  6.37  -5.61  -3.73
H  6.73  -4.23  -4.76
H  3.23  -4.58  -4.71
H  1.15  -3.52  -4.64
H  0.72  -2.31  -3.42
H  0.67  -4.01  -3.02
H  -2.18  0.69  0.34
H  -4.95  0.89  1.07
H  -4.68  2.56  2.77
H  -2.70  3.15  3.92
H  0.55  1.21  3.87
H  -1.17  -2.07  -1.65
H  -2.64  -3.97  -1.24
H  -1.76  -5.97  -0.02
H  0.56  -5.95  0.83
H  2.48  -4.84  1.43
H  2.67  -3.10  1.14
H  3.18  -4.25  -0.09
H  4.30  -1.09  -0.07
H  5.78  -0.87  -1.01
H  5.62  -2.25  0.07
H  6.43  -3.19  -2.26



Formula: C2H6BrNO2S
Source: the Open Molecules 2025 dataset
Level of theory: wB97M-V/def2-TZVPD

Its spin multiplicity is 1. The value obtained for the relative energy (zero: lowest compared OMol25 entry of this formula, charge and spin) is 104.3 kJ/mol. The gap between HOMO and LUMO is 9.30 eV. As for the net charge: 0.

Geometry (Å):
C  -0.28  1.17  0.13
C  -0.75  -1.23  -0.47
N  0.08  -0.18  0.09
O  -0.73  1.44  1.45
O  1.65  -2.02  0.45
S  1.58  -0.59  0.64
Br  2.92  0.42  -1.00
H  -1.16  2.33  1.34
H  0.55  2.01  -0.06
H  -1.18  1.33  -0.50
H  -0.88  -0.94  -1.52
H  -0.13  -2.22  -0.49
H  -1.66  -1.50  -0.06



Formula: C42H80BN2O15S2
Source: the Open Molecules 2025 dataset
Level of theory: wB97M-V/def2-TZVPD

Its spin multiplicity is 1. The gap between HOMO and LUMO is 7.69 eV. As for the net charge: -1.

Geometry (Å):
C  5.45  -4.25  0.89
C  5.57  -2.65  0.92
C  4.60  -2.00  2.00
C  7.05  -2.38  1.47
C  5.52  -1.99  -0.50
C  4.08  -1.75  -1.12
C  3.03  -2.90  -0.88
C  4.29  -1.69  -2.71
C  3.41  -0.39  -0.73
C  2.39  -0.25  0.32
C  1.75  1.03  0.62
C  2.08  2.25  -0.09
O  1.51  3.51  0.09
C  0.98  3.69  1.41
C  -0.60  3.58  1.42
O  -1.07  2.26  1.14
C  -2.16  1.86  1.96
C  -2.12  0.29  2.19
S  -2.99  -0.64  0.87
O  -2.24  -0.39  -0.38
O  -2.89  -2.08  1.18
N  -4.55  -0.05  0.77
S  -5.68  -1.26  0.96
O  -5.57  -1.99  2.24
O  -7.01  -0.57  0.96
B  -5.76  -2.43  -0.53
N  -5.57  -1.79  -1.86
O  -6.00  -3.81  -0.41
C  3.12  2.16  -1.14
C  3.76  0.87  -1.45
H  6.35  -4.73  1.35
H  5.38  -4.56  -0.20
H  4.48  -4.57  1.36
H  4.56  -0.87  1.91
H  3.59  -2.47  2.06
H  5.09  -2.19  3.00
H  7.31  -1.28  1.46
H  7.23  -2.85  2.47
H  7.77  -2.89  0.76
H  5.99  -0.96  -0.39
H  6.18  -2.52  -1.25
H  2.82  -3.13  0.20
H  2.06  -2.54  -1.32
H  3.36  -3.86  -1.39
H  4.57  -2.72  -3.07
H  5.22  -1.06  -2.88
H  3.40  -1.28  -3.25
H  2.08  -1.15  0.88
H  0.99  1.04  1.43
H  1.47  3.08  2.21
H  1.18  4.77  1.68
H  -0.94  4.00  2.41
H  -1.01  4.28  0.62
H  -3.17  2.09  1.53
H  -2.14  2.32  2.99
H  -2.67  0.09  3.15
H  -1.07  -0.07  2.34
H  -6.48  -1.38  -2.08
H  -5.40  -2.55  -2.53
H  -5.26  -4.23  0.07
H  3.38  3.09  -1.70
H  4.51  0.89  -2.28
C  -2.79  5.30  -3.63
C  -3.35  5.15  -2.24
O  -3.73  6.12  -1.60
C  -3.43  3.76  -1.67
H  -2.80  6.36  -3.91
H  -1.77  4.94  -3.66
H  -3.41  4.75  -4.34
H  -2.43  3.33  -1.61
H  -4.07  3.14  -2.29
H  -3.85  3.80  -0.67
C  4.34  -6.40  4.04
C  5.74  -6.88  3.77
O  6.40  -6.43  2.86
C  6.29  -7.94  4.69
H  4.07  -5.63  3.31
H  3.63  -7.23  3.95
H  4.28  -5.96  5.04
H  5.67  -8.84  4.63
H  6.32  -7.57  5.71
H  7.31  -8.19  4.38
C  2.04  5.60  -6.32
C  1.23  5.42  -5.06
O  0.03  5.57  -5.05
C  1.98  5.04  -3.81
H  1.37  5.87  -7.14
H  2.77  6.39  -6.19
H  2.54  4.66  -6.58
H  2.71  5.81  -3.56
H  2.47  4.08  -3.95
H  1.27  4.94  -2.98
C  -8.13  -2.80  3.31
C  -9.18  -3.76  3.81
O  -8.88  -4.84  4.27
C  -10.62  -3.33  3.70
H  -7.14  -3.23  3.45
H  -8.28  -2.60  2.25
H  -8.19  -1.87  3.88
H  -10.87  -3.16  2.65
H  -10.78  -2.42  4.28
H  -11.26  -4.12  4.09
C  4.89  5.72  -9.80
C  4.60  6.87  -8.88
O  4.25  6.69  -7.73
C  4.75  8.26  -9.44
H  4.74  4.78  -9.26
H  4.21  5.74  -10.66
H  5.93  5.76  -10.14
H  4.07  8.40  -10.28
H  5.78  8.42  -9.76
H  4.51  9.00  -8.67
C  -11.89  -1.37  -1.44
C  -12.07  -2.71  -0.78
O  -13.14  -3.05  -0.32
C  -10.87  -3.62  -0.71
H  -12.83  -0.83  -1.42
H  -11.14  -0.79  -0.90
H  -11.59  -1.51  -2.48
H  -10.07  -3.14  -0.14
H  -10.52  -3.85  -1.72
H  -11.14  -4.55  -0.21
C  -0.67  -3.61  2.79
C  0.32  -3.08  3.79
O  1.44  -2.74  3.46
C  -0.13  -3.00  5.23
H  -0.21  -3.61  1.80
H  -0.95  -4.63  3.05
H  -1.55  -2.97  2.76
H  -0.39  -3.99  5.59
H  -0.99  -2.33  5.31
H  0.68  -2.60  5.84
C  3.76  2.99  5.01
C  4.76  2.82  3.89
O  4.83  1.79  3.26
C  5.68  3.98  3.59
H  3.17  2.08  5.11
H  4.28  3.19  5.95
H  3.09  3.82  4.77
H  6.28  4.21  4.47
H  5.09  4.85  3.29
H  6.34  3.71  2.77



Formula: C3H13N2O
Source: the Open Molecules 2025 dataset
Level of theory: wB97M-V/def2-TZVPD

Its spin multiplicity is 1. The value obtained for the relative energy (zero: lowest compared OMol25 entry of this formula, charge and spin) is 136.4 kJ/mol. The gap between HOMO and LUMO is 11.14 eV. As for the net charge: +1.

Geometry (Å):
C  0.57  1.97  1.07
C  -0.64  0.92  1.24
C  -0.25  -0.49  0.70
N  0.25  -0.52  -0.77
N  0.87  2.14  -0.41
H  1.40  1.63  1.63
H  0.36  3.03  1.45
H  -1.46  1.37  0.50
H  -1.01  0.93  2.19
H  0.35  -0.95  1.51
H  -1.06  -1.14  0.68
H  -0.42  -0.95  -1.40
H  1.11  -1.02  -0.97
H  1.74  2.64  -0.45
H  0.49  0.46  -0.88
H  0.13  2.70  -0.95
H  -1.54  -4.53  -1.64
H  -0.04  -4.34  -1.76
O  -0.85  -3.85  -1.77



Formula: C5H24BN8O5
Source: the Open Molecules 2025 dataset
Level of theory: wB97M-V/def2-TZVPD

Its spin multiplicity is 1. The gap between HOMO and LUMO is 1.32 eV. As for the net charge: -1.

Geometry (Å):
B  9.41  -6.28  -6.52
H  18.94  -13.64  -0.43
H  8.51  -5.64  -6.16
H  14.89  -11.37  -0.27
H  10.40  -6.12  -7.64
C  13.75  -10.24  -2.23
O  12.63  -10.85  -2.88
H  14.14  -11.00  -1.58
H  14.51  -9.78  -2.89
H  13.41  -9.40  -1.67
H  12.40  -10.27  -3.64
C  12.10  -13.04  2.85
O  12.18  -13.99  3.61
N  10.96  -12.68  2.26
N  13.16  -12.21  2.48
H  10.33  -13.42  2.10
H  11.07  -11.93  1.64
H  13.95  -12.41  3.08
H  12.84  -11.27  2.24
C  6.10  -9.52  -1.81
O  5.11  -9.02  -1.37
N  6.07  -10.77  -2.43
N  7.18  -8.81  -1.95
H  6.81  -10.87  -3.06
H  5.18  -10.92  -2.90
H  8.15  -9.10  -2.21
H  7.16  -8.14  -1.14
C  9.26  -9.20  0.90
O  9.36  -8.29  0.08
N  8.10  -9.81  1.23
N  10.27  -9.58  1.66
H  7.32  -9.46  0.71
H  8.02  -10.82  1.32
H  10.95  -8.85  1.75
H  9.99  -9.93  2.53
C  15.48  -14.41  -3.39
O  16.40  -15.09  -3.83
N  15.21  -14.27  -2.10
N  14.52  -13.59  -4.26
H  14.42  -13.77  -1.71
H  15.77  -14.64  -1.34
H  14.44  -14.05  -5.20
H  13.67  -13.47  -3.77



Formula: C3H9O2P
Source: the Open Molecules 2025 dataset
Level of theory: wB97M-V/def2-TZVPD

Its spin multiplicity is 1. The value obtained for the relative energy (zero: lowest compared OMol25 entry of this formula, charge and spin) is 145.4 kJ/mol. The gap between HOMO and LUMO is 9.74 eV. As for the net charge: 0.

Geometry (Å):
C  2.32  -0.96  -0.16
C  1.71  0.42  -0.10
C  0.25  0.66  -0.16
O  -0.56  -0.29  -0.14
O  -0.11  1.95  -0.06
H  3.34  -0.93  -0.03
H  2.07  -1.43  -1.15
H  2.05  -1.48  0.76
H  2.35  1.04  -0.81
H  1.99  0.89  0.87
H  -1.02  2.00  -0.28
P  -3.22  -0.08  0.15
H  -4.68  -0.03  -0.12
H  -3.19  -0.35  1.62
H  -3.32  -1.41  -0.38



Formula: C2H2FO2Sm
Source: the Open Molecules 2025 dataset
Level of theory: wB97M-V/def2-TZVPD

Its spin multiplicity is 7. The value obtained for the relative energy (zero: lowest compared OMol25 entry of this formula, charge and spin) is 404.2 kJ/mol. The gap between HOMO and LUMO (spin up / spin down) is 7.60 / 9.10 eV. As for the expectation value of S²: 12.01. As for the net charge: +1.

Geometry (Å):
F  -2.23  -1.19  -0.14
C  -1.94  -0.05  0.29
C  -1.74  1.14  0.44
H  -1.96  2.20  0.51
O  1.25  -1.16  -0.30
O  2.08  -0.58  0.76
H  1.76  -0.99  1.58
Sm  0.86  1.02  -0.45